29
Properties=species:S:1:pos:R:3:nbo_charge:R:1 method="wB97M-V/def2-TZVPD" spin_multiplicity=1 total_charge=-1 e_tot_ha=-1020.18797 relative_energy_ev=0.776
C -0.4034 0.1380 3.3966 -0.600
C -0.8743 0.4156 1.9636 -0.211
C -1.4037 1.8404 1.8305 -0.624
C 0.2384 0.0985 0.9432 -0.404
C 0.1988 -1.3598 0.4148 -0.901
Si -0.2805 -1.4743 -1.3831 1.444
O 0.6619 -2.6134 -2.1823 -1.066
B 1.8017 -2.2685 -2.8428 1.284
O 2.7564 -1.4088 -2.2758 -0.952
O 2.0317 -2.7923 -4.0903 -0.895
H -0.3598 -0.9326 3.6184 0.193
H -1.0697 0.5975 4.1325 0.199
H 0.5959 0.5559 3.5511 0.194
H -1.7017 -0.2793 1.7696 0.182
H -1.4072 2.1875 0.7952 0.278
H -2.4252 1.9052 2.2185 0.189
H -0.7956 2.5441 2.4106 0.187
H 0.1667 0.8171 0.1224 0.247
H 1.2122 0.2713 1.4144 0.187
H -0.4805 -1.9606 1.0290 0.225
H 1.1837 -1.8345 0.4947 0.223
H -0.0898 -0.1843 -2.0586 -0.164
H -1.6790 -1.9349 -1.5607 -0.220
H 3.2775 -1.8076 -1.5746 0.495
H 2.8022 -2.3820 -4.4932 0.489
N -0.9775 2.9646 -1.9152 0.710
O -1.5018 1.8754 -1.5751 -0.583
O -0.8550 3.2463 -3.1200 -0.543
O -0.6224 3.7755 -1.0330 -0.562